Computed, not measured: 2 unconnected molecules or ions with the total composition C6H12N2O in a non-equilibrium geometry, with ωB97M-V/def2-TZVPD.

Geometry as XYZ:
```
21
Properties=species:S:1:pos:R:3:mulliken_charge:R:1
H 0.593 -2.111 1.142 0.33
H 4.333 0.784 0.466 0.36
H 0.635 -1.286 -1.251 0.37
H -1.173 -1.902 1.176 0.26
C -0.037 0.368 -0.083 1.10
C -2.475 0.583 0.554 -0.80
H -0.099 2.468 -0.923 0.28
C -0.212 -1.056 -0.589 -0.70
H -3.199 1.408 0.572 0.30
O 4.542 0.638 -0.488 -0.66
C -0.314 -2.098 0.520 -1.04
H -1.106 -1.091 -1.225 0.39
H -1.209 1.230 -1.731 0.31
C 1.225 0.606 0.623 -0.21
N -1.144 1.158 0.448 -0.27
H -2.744 -0.087 -0.280 0.29
H -2.561 0.028 1.497 0.29
H 3.875 1.125 -0.981 0.29
N 2.137 0.815 1.313 -0.56
C -0.626 1.515 -0.848 -0.67
H -0.440 -3.100 0.088 0.36
```

As for the spin multiplicity: 1. As for the energy above the lowest of the compared OMol25 structures with the same formula, charge and spin: 1.893 eV. The SMILES is CC[C@@]1(C#N)CN1C.O. For the HOMO-LUMO gap, the calculation gives 0.3876 Eh. The LUMO energy comes out at 0.710 eV.